The following is a quantum chemistry calculation of a molecular structure, C31H52NOReSi4Te in a non-equilibrium geometry, from the Open Molecules 2025 dataset.

## Properties
Gap between HOMO and LUMO (alpha / beta) in eV: 5.69 / 5.77
Total charge: +1
E_tot in hartree: -2846.4936
<S²>: 3.766
E_LUMO (alpha / beta) in eV: -2.6 / -5.0
HOMO level (alpha / beta) in eV: -8.3009 / -10.7635
2S+1: 4

Element x y z (Å)
C -1.9638 -1.1458 0.2998
C -2.0029 -1.6233 -1.0619
C -1.0137 -2.6647 -1.1834
H -2.7174 -1.3624 -1.8392
C -0.4489 -2.8949 0.1083
C -1.0072 -1.9743 1.0253
H 0.2848 -3.6712 0.3385
C 0.4038 1.5690 -1.4202
C -0.8250 1.0752 -1.9985
C -0.4816 -0.0416 -2.8440
H -1.7825 1.5623 -1.9469
C 0.9693 -0.1858 -2.8345
C 1.4836 0.7822 -1.9234
H -0.8726 -3.2944 -2.0632
H -0.8082 -1.9396 2.0900
H -2.6443 -0.4342 0.7457
H 2.5300 0.8545 -1.6528
H -1.1527 -0.6204 -3.4773
H 0.5087 2.4491 -0.8082
Re -0.1975 -0.5222 -0.8197
C 1.8335 -1.1070 -3.7017
C 3.0720 -0.3391 -4.2087
C 1.0415 -1.6374 -4.9105
H 2.7516 0.5355 -4.7937
H 3.6760 -0.9965 -4.8482
H 3.6949 -0.0058 -3.3689
H 0.7095 -0.7955 -5.5344
H 0.1694 -2.2187 -4.5833
H 1.6915 -2.2841 -5.5173
C 2.2738 -2.3006 -2.8075
C 3.2080 -3.3377 -3.4163
H 1.3664 -2.8271 -2.4739
H 2.7773 -1.9159 -1.9021
O 3.9220 -3.1576 -4.4121
N 3.2231 -4.5425 -2.7685
C 2.3826 -4.9653 -1.6555
H 3.9143 -5.1983 -3.1048
C 1.0415 -5.5266 -2.0913
C 0.1934 -6.0812 -1.1267
H 0.5289 -6.1007 -0.0859
C -1.0560 -6.5888 -1.4869
H -1.7145 -6.9934 -0.7155
C -1.4527 -6.5774 -2.8295
H -2.4218 -6.9880 -3.1158
C -0.6034 -6.0447 -3.8029
H -0.8906 -6.0313 -4.8552
C 0.6447 -5.5223 -3.4346
H 1.3244 -5.1321 -4.1951
H 2.2213 -4.1211 -0.9644
H 2.9302 -5.7292 -1.0857
C 0.9154 0.8369 4.8288
Si 1.1083 2.4360 3.8227
C 0.9945 3.9585 4.9624
C 2.7832 2.4269 2.9097
Si -0.6284 2.5187 2.2180
Te 0.7195 0.4693 1.4709
Si -2.7676 2.1420 3.2219
C -3.0223 3.3505 4.6553
C -4.0635 2.3957 1.8706
C -2.8348 0.3652 3.8571
Si -0.6370 4.6676 1.1179
C -1.3182 5.9742 2.2995
C 1.1496 5.0658 0.6415
C -1.7096 4.5167 -0.4292
H 1.7615 0.7610 5.5269
H 0.9140 -0.0899 4.2352
H -0.0104 0.8396 5.4182
H 1.8013 3.9106 5.7088
H 1.1164 4.9005 4.4123
H 0.0445 4.0089 5.5099
H 2.9653 1.5910 2.2110
H 2.9266 3.3457 2.3287
H 3.5783 2.3626 3.6652
H -2.9809 4.3987 4.3331
H -4.0110 3.1825 5.1083
H -2.2739 3.2062 5.4461
H -3.8846 1.7333 1.0130
H -5.0657 2.1677 2.2634
H -4.0764 3.4300 1.5022
H -2.6764 -0.3658 3.0552
H -2.0867 0.1788 4.6384
H -3.8271 0.1713 4.2917
H -0.7368 6.0347 3.2292
H -1.2761 6.9626 1.8179
H -2.3668 5.7816 2.5617
H 1.5865 4.2929 -0.0041
H 1.1766 6.0147 0.0854
H 1.7927 5.1757 1.5251
H -1.3256 3.7588 -1.1232
H -2.7467 4.2561 -0.1823
H -1.7223 5.4791 -0.9622

Cartesian forces (eV/Å) of the 2 atoms listed first:
C -0.4 -0.6 0.2
C -0.5 -1.0 0.7

The following is a quantum chemistry calculation of a molecular structure, C31H52NOSi4Yb in a non-equilibrium geometry, from the Open Molecules 2025 dataset.

## Properties
Gap between HOMO and LUMO (alpha / beta) in eV: 5.71 / 4.30
E_tot in hartree: -3659.0535
<S²>: 0.754
E_LUMO (alpha / beta) in eV: -0.1 / -1.4
HOMO level (alpha / beta) in eV: -5.7783 / -5.7242
2S+1: 2

Element x y z (Å)
C -1.9625 -1.1039 0.1295
C -2.4161 0.2197 0.2825
C -2.7834 0.7032 -0.9901
H -2.5482 0.7519 1.2208
C -2.5444 -0.3196 -1.9437
C -2.0855 -1.4659 -1.2477
H -2.7412 -0.2545 -3.0138
C 1.0601 1.8006 2.6436
C -0.3603 1.7278 2.8176
C -0.9394 2.8478 2.1731
H -0.8915 0.9441 3.3529
C 0.1061 3.5271 1.4664
C 1.3509 2.9588 1.8895
H -3.3214 1.6294 -1.1735
H -1.8937 -2.4479 -1.6862
H -1.5963 -1.7287 0.9470
H 2.3363 3.3539 1.6464
H -1.9870 3.1278 2.1887
H 1.7872 1.0871 3.0253
Yb -0.2222 0.1211 -1.2686
C -0.0801 4.1402 0.0999
C 1.0013 5.1706 -0.2198
C -1.4678 4.7506 -0.0358
H 1.0275 5.9309 0.5729
H 0.7723 5.6933 -1.1612
H 1.9981 4.7178 -0.2909
H -1.6230 5.4637 0.7882
H -2.2581 3.9890 -0.0234
H -1.5338 5.3372 -0.9599
C 0.0974 2.8740 -0.8112
C -0.2918 2.7921 -2.2679
H -0.5417 2.0961 -0.3108
H 1.1634 2.5744 -0.7616
O -0.3666 1.5886 -2.7442
N -0.6351 3.7984 -3.0285
C -1.4621 3.4675 -4.2252
H -0.4278 4.7875 -2.8070
C -2.9043 3.2737 -3.8164
C -3.7063 2.2021 -4.2478
H -3.3390 1.5358 -5.0345
C -4.9800 2.0182 -3.6897
H -5.5942 1.1658 -3.9945
C -5.4681 2.9082 -2.7272
H -6.4535 2.7555 -2.2787
C -4.7012 4.0203 -2.3669
H -5.0668 4.7445 -1.6400
C -3.4514 4.2222 -2.9508
H -2.8961 5.1448 -2.7602
H -1.0696 2.5391 -4.6453
H -1.3409 4.2757 -4.9583
C -1.2110 -4.6498 0.3376
Si 0.6237 -4.3452 0.0545
C 1.5559 -5.8482 0.7206
C 0.9873 -4.2411 -1.7927
Si 1.2470 -2.3431 1.1020
Si 1.4551 -2.8850 3.3695
C 2.7159 -4.2566 3.6862
C 1.9533 -1.4119 4.4295
C -0.2636 -3.4640 3.8943
Si 3.3309 -1.7705 0.2772
C 4.4319 -3.3041 0.2423
C 3.1014 -1.0608 -1.4568
C 4.1508 -0.4885 1.3849
H -1.4531 -5.6602 -0.0206
H -1.8444 -3.9444 -0.2106
H -1.4905 -4.5893 1.3953
H 1.4023 -6.6811 0.0185
H 2.6364 -5.6883 0.8174
H 1.1692 -6.1659 1.6968
H 0.2658 -3.6007 -2.3177
H 1.9960 -3.8706 -2.0153
H 0.9012 -5.2530 -2.2162
H 3.6988 -4.0454 3.2484
H 2.8567 -4.3409 4.7736
H 2.3912 -5.2384 3.3243
H 1.2140 -0.6040 4.3649
H 1.9998 -1.7319 5.4810
H 2.9341 -1.0018 4.1610
H -1.0143 -2.6843 3.7011
H -0.5784 -4.3829 3.3816
H -0.2489 -3.6585 4.9779
H 4.0108 -4.1265 -0.3505
H 5.3899 -3.0184 -0.2173
H 4.6483 -3.6891 1.2479
H 2.9674 0.0321 -1.4152
H 4.0290 -1.2571 -2.0152
H 2.2795 -1.5228 -2.0257
H 3.6514 0.4873 1.3092
H 4.1677 -0.7864 2.4410
H 5.1931 -0.3664 1.0525

Cartesian forces (eV/Å) of the 2 atoms listed first:
C -0.2 -0.6 0.2
C -0.3 0.0 -0.1